# 1
{
  "formula": "C27H62BrN4O11",
  "method": "the ωB97M-V functional and the def2-TZVPD basis",
  "total_charge": 1,
  "orbital_gap_ev": 9.31,
  "energy_ha": -4686.37116,
  "elements": ["C", "C", "C", "C", "C", "C", "C", "C", "C", "C", "N", "C", "C", "C", "C", "C", "N", "N", "O", "C", "C", "C", "O", "C", "N", "C", "C", "C", "C", "O", "O", "C", "C", "C", "C", "O", "Br", "H", "H", "H", "H", "H", "H", "H", "H", "H", "H", "H", "H", "H", "H", "H", "H", "H", "H", "H", "H", "H", "H", "H", "H", "H", "H", "H", "H", "H", "H", "H", "H", "H", "H", "H", "H", "H", "H", "H", "H", "H", "H", "H", "H", "H", "H", "H", "H", "H", "H", "O", "H", "H", "O", "H", "H", "O", "H", "H", "O", "H", "H", "O", "H", "H", "O", "H", "H"],
  "coordinates": [[-2.9562, -0.1987, -7.3427], [-1.5471, 0.2859, -6.9528], [-1.5778, 1.4830, -5.9863], [-0.2780, 1.6762, -5.1840], [-0.4978, 2.5525, -3.9368], [-1.0607, 1.7289, -2.7678], [0.0279, 1.1668, -1.8268], [0.2884, 2.0215, -0.5682], [0.0262, 1.3103, 0.7733], [0.9452, 0.1022, 0.9522], [1.1469, -0.2708, 2.3866], [2.0119, 0.7304, 3.0953], [1.1078, 1.1826, 4.2279], [1.6142, 2.0312, 5.4141], [3.0812, 2.4477, 5.3586], [3.8750, 2.3706, 6.6308], [3.4958, 2.8695, 4.2314], [0.4416, -0.1178, 4.5999], [1.4048, -1.1257, 4.9615], [1.6823, -1.1077, 6.3673], [2.3992, -2.4197, 6.7806], [2.8955, -3.2598, 5.6067], [3.4662, -2.0608, 7.6698], [0.1502, -0.5534, 3.2622], [-0.9589, -1.2520, 3.0713], [-1.2555, -2.0473, 1.8594], [-0.3458, -3.2826, 1.7837], [-0.6007, -4.1564, 0.5329], [-0.9785, -3.3284, -0.6659], [-0.1974, -2.7771, -1.3785], [-2.3010, -3.2227, -0.7900], [-2.8003, -2.4620, -1.9208], [-2.6922, -3.2316, -3.2279], [-1.9431, -1.3838, 4.1464], [-1.6993, -2.6678, 4.9223], [-0.7385, -2.8813, 5.5343], [-3.1208, -3.9345, 4.7849], [-3.4264, 0.4868, -8.0550], [-3.6046, -0.2431, -6.4544], [-2.9242, -1.1915, -7.8011], [-1.0166, 0.5707, -7.8719], [-1.0063, -0.5405, -6.4686], [-1.7893, 2.4077, -6.5445], [-2.4088, 1.3317, -5.2740], [0.0720, 0.6819, -4.8657], [0.4870, 2.1242, -5.8291], [-1.2290, 3.3347, -4.1945], [0.4305, 3.0610, -3.6469], [-1.6330, 0.8930, -3.1992], [-1.7796, 2.3290, -2.1900], [0.9631, 1.1454, -2.4046], [-0.2117, 0.1339, -1.5606], [1.3432, 2.3388, -0.5448], [-0.2903, 2.9552, -0.5972], [0.2251, 2.0626, 1.5567], [-1.0272, 0.9968, 0.8294], [0.6074, -0.7671, 0.3837], [1.9527, 0.3218, 0.5731], [2.9301, 0.2555, 3.4600], [2.3158, 1.5359, 2.4271], [0.2557, 1.7257, 3.7851], [1.3890, 1.5387, 6.3660], [1.0161, 2.9535, 5.4156], [4.8496, 2.8544, 6.5217], [4.0024, 1.3284, 6.9472], [3.3267, 2.8757, 7.4397], [4.4689, 3.1764, 4.2766], [0.7357, -0.9795, 6.9068], [2.3599, -0.2788, 6.6053], [1.7181, -3.0160, 7.3976], [2.1073, -3.9077, 5.2043], [3.6868, -3.9255, 5.9802], [3.3106, -2.6435, 4.8034], [4.2907, -2.0278, 7.1714], [-2.3011, -2.3653, 1.9641], [-1.2071, -1.4234, 0.9710], [0.7018, -2.9688, 1.8473], [-0.5472, -3.9003, 2.6708], [0.3217, -4.6917, 0.2800], [-1.3734, -4.9052, 0.7344], [-2.2736, -1.5048, -1.9630], [-3.8465, -2.2687, -1.6645], [-2.8668, -2.5469, -4.0710], [-3.4343, -4.0370, -3.2720], [-1.6931, -3.6611, -3.3503], [-1.8671, -0.5394, 4.8488], [-2.9432, -1.3669, 3.7054], [2.4291, 3.8825, 1.4859], [2.9469, 3.4768, 2.1927], [2.9408, 4.6398, 1.1895], [1.3455, -0.9589, -7.6859], [2.2604, -0.7924, -7.9336], [1.3313, -1.8910, -7.4491], [-1.7576, 1.0844, 6.8061], [-1.2786, 0.2702, 6.6147], [-2.3597, 0.8604, 7.5232], [0.6609, 3.8288, -7.9964], [0.1478, 3.7525, -8.8082], [1.1414, 2.9980, -7.9358], [-3.9386, -1.5811, -10.1625], [-4.4180, -1.5818, -10.9966], [-3.4485, -2.4086, -10.1668], [-1.4566, 6.2392, -7.7509], [-0.8092, 5.5322, -7.6649], [-1.4151, 6.7124, -6.9160]],
  "forces_ev_per_angstrom": [[0.157, 0.217, 0.215], [-0.411, 0.112, 0.073], [0.042, -0.091, 0.053], [-0.155, -0.010, -0.027], [-0.353, 0.115, -0.219], [-0.143, -0.128, 0.144], [0.091, 0.351, -0.338], [0.374, 0.009, 0.102], [0.017, 0.402, -0.228], [0.236, -0.522, -0.215], [-1.264, 1.283, 0.874], [0.704, 0.030, 0.020], [-0.165, 0.058, 0.457], [0.031, -0.149, 0.169], [-0.379, -0.015, -0.517], [-0.125, 0.281, 0.133], [0.331, 0.019, 0.243], [0.202, 0.438, -0.510], [0.234, 0.264, 0.130], [-0.091, -0.177, 0.057], [0.040, 0.124, 0.155], [0.165, -0.267, 0.155], [-0.156, -0.051, -0.225], [0.147, -1.149, -0.629], [0.282, 0.395, -0.130], [-0.170, -0.382, 0.194], [-0.151, -0.019, 0.159], [0.254, -0.334, 0.223], [-0.512, -0.314, 0.512], [0.868, 0.614, -0.617], [-0.464, -0.149, -0.081], [-0.186, 0.146, -0.077], [0.004, 0.015, -0.065], [-0.327, 0.605, 0.050], [-1.537, 0.513, -1.000], [1.860, -0.493, 1.292], [-0.399, -0.352, -0.038], [0.027, -0.156, 0.086], [0.134, -0.085, -0.190], [-0.055, 0.226, 0.020], [0.140, -0.274, 0.306], [0.001, 0.220, -0.225], [-0.081, -0.167, 0.205], [0.181, 0.085, -0.188], [0.157, 0.217, -0.094], [-0.065, -0.181, 0.115], [0.296, -0.074, 0.009], [-0.150, -0.073, 0.043], [0.050, 0.196, 0.124], [0.151, -0.167, -0.051], [-0.203, -0.320, 0.101], [0.053, -0.007, 0.053], [-0.299, -0.014, 0.019], [0.034, -0.276, 0.013], [-0.136, -0.363, -0.141], [0.142, 0.066, 0.140], [0.021, 0.058, 0.089], [-0.276, -0.012, 0.157], [-0.293, -0.021, -0.084], [-0.332, -0.251, -0.007], [0.289, -0.093, -0.005], [-0.013, 0.080, -0.268], [0.255, -0.154, 0.082], [-0.114, -0.175, 0.012], [0.024, 0.134, -0.089], [0.118, -0.121, -0.180], [-0.027, -0.077, 0.106], [0.191, 0.002, -0.026], [-0.163, -0.200, -0.029], [0.092, 0.095, -0.178], [0.106, 0.331, -0.001], [-0.220, 0.140, -0.082], [-0.065, -0.105, 0.078], [-0.047, -0.010, 0.022], [0.278, 0.100, -0.138], [0.119, 0.102, -0.002], [-0.133, -0.018, -0.162], [0.173, 0.152, -0.172], [-0.203, 0.121, 0.076], [0.038, 0.265, -0.033], [0.072, -0.147, -0.021], [0.221, -0.033, -0.038], [-0.008, -0.206, 0.251], [0.176, 0.158, 0.015], [-0.156, 0.131, 0.016], [0.033, -0.357, -0.335], [0.264, -0.054, 0.043], [-0.105, -0.251, -0.136], [0.031, 0.217, 0.330], [0.011, 0.035, -0.019], [0.144, 0.011, 0.003], [0.013, 0.002, -0.026], [-0.049, -0.024, 0.000], [0.032, -0.155, -0.182], [0.134, 0.085, 0.133], [-0.015, 0.057, 0.047], [-0.142, 0.081, -0.076], [0.045, -0.032, -0.048], [-0.002, -0.026, 0.045], [-0.019, -0.040, -0.060], [-0.023, 0.026, -0.010], [0.020, -0.014, -0.005], [-0.064, -0.036, -0.054], [0.135, -0.046, 0.108], [0.009, 0.026, 0.016]]
}


# 2
{
  "formula": "C27H62N21O16S",
  "method": "the ωB97M-V functional and the def2-TZVPD basis",
  "total_charge": -1,
  "orbital_gap_ev": 6.70,
  "energy_ha": -3817.70826,
  "elements": ["C", "O", "C", "C", "C", "C", "N", "C", "O", "O", "N", "C", "C", "C", "S", "O", "O", "O", "C", "C", "C", "O", "N", "C", "C", "C", "C", "C", "C", "H", "H", "H", "H", "H", "H", "H", "H", "H", "H", "H", "H", "H", "H", "H", "H", "H", "H", "H", "H", "H", "H", "H", "H", "H", "H", "C", "O", "N", "N", "H", "H", "H", "H", "C", "O", "N", "N", "H", "H", "H", "H", "C", "O", "N", "N", "H", "H", "H", "H", "C", "O", "N", "N", "H", "H", "H", "H", "C", "O", "N", "N", "H", "H", "H", "H", "C", "O", "N", "N", "H", "H", "H", "H", "C", "O", "N", "N", "H", "H", "H", "H", "C", "O", "N", "N", "H", "H", "H", "H", "C", "O", "N", "N", "H", "H", "H", "H"],
  "coordinates": [[1.6777, -0.7421, 0.9027], [0.3753, -0.7776, 0.2226], [-0.2026, 0.5702, 0.0478], [0.1340, 1.2444, -1.4378], [1.2447, 0.3304, -2.2924], [1.3590, 0.7886, -3.8795], [2.5589, 0.7272, -4.5998], [0.9185, 2.6631, -1.1061], [2.0716, 3.0513, -1.7202], [0.4573, 3.6276, -0.0514], [-1.0663, 1.3783, -2.3386], [-1.7561, 0.0591, -2.6189], [-1.8212, -0.3472, -4.2220], [-3.0212, -1.4464, -4.4130], [-2.5720, -3.2075, -3.9635], [-3.8396, -4.0070, -3.4672], [-1.5177, -3.3551, -2.8412], [-1.9755, -4.1370, -5.3043], [-2.1444, 2.2804, -1.7896], [-3.1010, 2.6979, -3.0974], [-4.6239, 2.0978, -3.0071], [-5.0477, 1.3463, -4.0571], [-5.5519, 2.3910, -1.8492], [-5.9160, 1.1558, -1.0560], [-5.3962, 1.1036, 0.5224], [-5.7556, -0.2673, 1.3664], [-6.5985, -1.5254, 0.6570], [-7.1443, -1.4349, -0.9019], [-6.7867, -0.0759, -1.7509], [2.0683, 0.3240, 1.1834], [2.4686, -1.1816, 0.1237], [1.7324, -1.4901, 1.8308], [-1.3836, 0.4246, 0.1459], [0.1081, 1.2466, 0.9498], [2.3170, 0.4452, -1.8029], [0.9341, -0.8220, -2.3252], [0.4480, 1.2504, -4.4971], [2.3607, 1.1077, -5.5725], [-1.2597, -0.8733, -2.0808], [-2.8923, 0.0480, -2.2517], [-1.8581, 0.5678, -4.9493], [-0.7996, -0.9236, -4.4399], [-3.9575, -1.1552, -3.7340], [-3.3904, -1.4590, -5.5331], [-1.0120, -4.3020, -5.0711], [-2.8045, 1.7776, -0.9311], [-1.7777, 3.2996, -1.3492], [-2.5584, 2.4628, -4.1331], [-3.2171, 3.8863, -3.0896], [-5.1285, 3.1461, -1.2388], [-4.8058, 2.0272, 0.9371], [-5.3821, -0.3213, 2.4743], [-6.8188, -2.5119, 1.2659], [-7.7372, -2.2829, -1.4626], [-7.1166, 0.0762, -2.8812], [0.7739, -4.7528, 0.1880], [0.8000, -4.1227, 1.2333], [1.5637, -5.8179, -0.0393], [-0.0469, -4.4385, -0.8304], [1.5566, -6.3493, -0.8935], [2.1968, -6.0881, 0.7020], [-0.6584, -3.6430, -0.7003], [-0.0829, -4.9453, -1.6988], [6.6196, 2.7747, -1.1731], [7.6978, 2.3568, -1.5646], [6.4556, 3.3461, 0.0338], [5.4988, 2.7013, -1.9134], [5.5759, 3.6962, 0.3737], [7.2746, 3.4209, 0.6228], [5.5785, 2.2781, -2.8289], [4.6019, 3.0399, -1.6084], [-0.8129, 4.8580, 3.4135], [-1.6997, 5.5974, 3.0171], [-0.0383, 4.1394, 2.5807], [-0.5306, 4.6953, 4.7187], [0.6967, 3.5252, 2.8882], [-0.2178, 4.2328, 1.5895], [-1.0903, 5.2183, 5.3796], [0.1957, 4.0911, 5.0645], [-10.0198, -0.2333, -3.6745], [-9.2707, 0.2310, -2.8297], [-9.6661, -1.2511, -4.4800], [-11.2661, 0.2313, -3.8759], [-10.2690, -1.6469, -5.1814], [-8.7358, -1.6303, -4.3612], [-11.5721, 0.9975, -3.2903], [-11.8977, -0.1380, -4.5665], [3.6886, -1.3420, 4.3491], [3.4200, -0.5192, 3.4881], [2.7448, -2.0219, 5.0251], [4.9522, -1.6423, 4.6993], [2.9464, -2.7031, 5.7374], [1.7802, -1.8257, 4.7920], [5.6931, -1.1529, 4.2146], [5.1932, -2.3168, 5.4058], [6.0886, -4.0735, 7.6997], [5.8200, -3.2508, 6.8386], [5.1448, -4.7535, 8.3756], [7.3522, -4.3739, 8.0498], [5.3464, -5.4347, 9.0879], [4.1802, -4.5572, 8.1426], [8.0931, -3.8845, 7.5651], [7.5932, -5.0484, 8.7564], [-0.5025, -8.6805, -0.6660], [0.6663, -8.7426, -1.0130], [-1.0603, -7.5536, -0.1876], [-1.3375, -9.7332, -0.7310], [-2.0208, -7.4829, 0.1032], [-0.4661, -6.7375, -0.1222], [-0.9575, -10.6011, -1.0856], [-2.3030, -9.7015, -0.4500], [-1.7682, 9.2194, 2.0207], [-2.8790, 8.8827, 1.6423], [-0.8889, 8.3538, 2.5566], [-1.3240, 10.4864, 1.9357], [0.0302, 8.6122, 2.8738], [-1.1837, 7.3896, 2.6387], [-1.9550, 11.1699, 1.5381], [-0.4127, 10.7829, 2.2419], [11.0197, 2.1848, 0.9406], [11.7688, 2.6491, 1.7854], [11.3734, 1.1670, 0.1351], [9.7734, 2.6494, 0.7392], [10.7705, 0.7712, -0.5663], [12.3037, 0.7878, 0.2538], [9.4673, 3.4156, 1.3248], [9.1418, 2.2802, 0.0486]],
  "forces_ev_per_angstrom": [[1.780, -1.225, -0.447], [0.497, 2.093, 0.746], [-0.976, -0.434, 0.388], [1.964, -0.466, 0.393], [0.179, -0.137, -0.910], [3.434, 0.688, -2.315], [-5.212, 0.417, 2.389], [3.053, 6.568, 1.674], [-5.615, -3.138, 2.310], [1.074, -5.521, -4.984], [-1.405, -0.180, 1.647], [-0.743, -1.604, -0.368], [1.437, -1.334, 0.850], [-0.743, 1.842, -1.187], [-1.591, -5.591, 5.550], [4.040, 3.611, -2.996], [-2.301, 1.537, -4.361], [0.497, 1.971, 2.013], [-1.078, 1.318, -0.258], [-0.682, 1.238, 0.538], [-1.417, -2.896, -4.759], [2.171, 3.992, 6.410], [2.385, -1.737, -0.519], [-0.654, -2.850, 2.308], [-2.620, -3.821, -2.413], [-1.069, 0.703, -3.930], [0.546, 2.963, -2.152], [2.867, 3.961, 1.703], [1.610, -0.006, 3.238], [-1.089, -1.943, -0.383], [-1.526, 0.939, 1.617], [-0.516, 1.894, -2.040], [2.483, 0.279, -0.381], [-0.431, -0.994, -2.022], [-2.383, -0.279, -1.166], [0.619, 2.514, 0.322], [1.698, -1.111, 1.967], [0.066, -0.586, 1.485], [-0.875, 2.101, -0.988], [2.389, 0.281, -0.603], [-0.419, -1.908, 1.411], [-2.096, 1.336, 0.235], [2.030, -1.047, -1.314], [0.748, -0.266, 2.272], [-1.442, 0.379, -0.243], [1.278, 0.872, -1.859], [0.010, -2.222, -0.810], [-1.576, 0.170, 2.460], [0.165, -2.472, 0.102], [-0.576, -1.466, -0.789], [-1.251, -2.130, -0.684], [-0.890, -0.088, -2.420], [0.571, 2.379, -1.297], [1.355, 1.853, 1.526], [0.915, -0.377, 3.003], [0.081, 0.962, 0.434], [-0.005, -0.100, 0.289], [1.044, -1.097, 0.197], [-0.843, 0.340, -0.351], [0.072, -0.085, 0.110], [-0.258, 0.060, -0.334], [0.224, -0.203, -0.201], [-0.027, 0.247, 0.094], [-0.804, -0.089, -0.573], [1.024, -0.349, 0.024], [0.467, 0.580, 1.423], [-0.154, -0.191, -0.747], [0.072, -0.113, -0.098], [-0.514, -0.002, -0.207], [-0.168, 0.123, 0.365], [-0.275, -0.082, -0.073], [0.735, -0.788, -0.973], [-0.591, 0.575, 0.053], [-0.239, 0.215, -0.058], [-0.162, 0.305, 1.981], [-0.124, 0.112, -0.154], [0.381, -0.409, -0.373], [0.242, -0.246, -0.240], [-0.153, 0.102, -0.152], [0.531, 0.413, 0.646], [-0.503, -0.038, -0.252], [0.772, -1.166, -0.672], [-1.376, 0.804, 0.091], [0.139, 0.089, 0.142], [-0.347, 0.118, -0.103], [0.122, -0.303, -0.245], [0.143, 0.077, 0.141], [0.516, 0.521, -0.580], [-0.184, 0.230, -0.062], [-1.545, -0.516, 0.626], [1.152, 0.109, -0.156], [0.085, 0.152, -0.194], [0.375, -0.134, 0.039], [-0.375, -0.184, 0.154], [0.010, 0.079, 0.006], [-0.050, 0.185, -0.233], [0.000, -0.040, 0.070], [-1.275, -0.395, 0.383], [1.357, 0.079, -0.025], [-0.033, 0.144, -0.156], [0.368, -0.122, 0.136], [-0.258, -0.204, 0.199], [-0.073, 0.144, -0.152], [0.298, 0.479, 0.090], [0.364, -0.090, -0.221], [-0.175, 0.948, 0.295], [-0.546, -1.592, -0.270], [0.181, 0.003, -0.105], [-0.292, -0.244, 0.136], [-0.188, 0.354, 0.145], [0.213, 0.039, -0.062], [-0.395, -1.005, 0.015], [-0.170, 0.262, -0.095], [0.480, -0.573, 0.371], [0.108, 2.006, -0.331], [-0.201, 0.017, -0.139], [-0.042, -0.246, 0.047], [0.298, -0.285, 0.165], [-0.196, -0.115, -0.082], [-0.024, 0.504, 0.506], [0.348, 0.066, 0.238], [0.862, -1.201, -0.689], [-0.922, 0.615, 0.341], [0.023, 0.141, 0.108], [-0.412, 0.172, -0.055], [0.272, -0.303, -0.223], [-0.149, 0.069, -0.385]]
}


Which formula does entry 2 have?
C27H62N21O16S